No. 1
62
Properties=species:S:1:pos:R:3 method="wB97M-V/def2-TZVPD" orbital_gap_ev="5.81 / 5.64" multiplicity=4
Cr -1.112 -0.534 0.934
O 2.825 0.030 0.978
C 1.671 -0.314 0.852
O 0.625 0.448 0.859
C 1.327 -1.758 0.574
C 2.260 -2.790 0.668
C 1.863 -4.063 0.363
C 0.577 -4.280 -0.175
C 0.128 -5.546 -0.611
C -1.099 -5.684 -1.194
C -1.920 -4.560 -1.402
C -1.531 -3.325 -0.961
C -0.297 -3.169 -0.299
N 0.063 -1.944 0.206
H 3.247 -2.544 1.031
H 2.534 -4.903 0.490
H 0.780 -6.401 -0.490
H -1.436 -6.653 -1.536
H -2.858 -4.676 -1.927
H -2.145 -2.455 -1.144
Cl -0.511 -1.287 3.068
C -1.951 -1.884 3.841
C -1.927 -2.150 5.196
C -3.089 -2.583 5.809
C -4.248 -2.742 5.065
C -4.240 -2.502 3.702
Cl -5.675 -2.761 2.792
C -3.079 -2.065 3.043
S -3.065 -1.805 1.324
H -1.013 -2.019 5.759
H -3.095 -2.790 6.869
H -5.165 -3.060 5.540
C 1.421 3.549 0.364
As 0.539 2.582 -1.094
C 0.132 4.222 -2.121
C 2.195 1.881 -2.021
C 2.834 2.911 -2.881
C 2.423 3.098 -4.202
C 2.942 4.126 -4.972
C 3.881 4.996 -4.435
C 4.322 4.803 -3.134
C 3.807 3.769 -2.367
H 2.067 4.327 -0.047
H 2.004 2.862 0.974
H 0.660 4.019 0.985
H 1.047 4.750 -2.389
H -0.463 4.863 -1.471
H -0.447 4.009 -3.018
H 1.905 1.001 -2.595
H 2.846 1.571 -1.203
H 1.678 2.431 -4.622
H 2.611 4.255 -5.995
H 4.263 5.818 -5.025
H 5.069 5.464 -2.714
H 4.166 3.612 -1.356
F -2.302 1.082 1.492
C -2.989 1.163 0.195
F -1.936 0.486 -0.608
C -2.942 2.638 -0.182
F -2.774 2.786 -1.503
F -4.103 3.218 0.143
F -1.984 3.383 0.439

=====

No. 2
93
Properties=species:S:1:pos:R:3 method="wB97M-V/def2-TZVPD" charge=-2 orbital_gap_ev="5.37 / 5.43" multiplicity=1 relative_energy_ev=0.550
Pd 1.019 -0.932 -0.164
C 3.016 0.707 -1.589
Si 1.799 0.084 -2.906
C 1.507 1.539 -4.126
C 2.748 -1.192 -3.981
N 0.359 -0.528 -2.240
C -0.577 -1.269 -2.877
C -0.752 -1.230 -4.282
C -1.745 -1.930 -4.938
C -2.635 -2.722 -4.230
C -2.498 -2.802 -2.849
C -1.498 -2.117 -2.186
O -1.415 -2.153 -0.806
C -1.638 -3.285 -0.098
C -2.005 -3.098 1.234
C -2.287 -4.187 2.038
C -2.217 -5.477 1.528
C -1.800 -5.663 0.217
C -1.507 -4.581 -0.596
H 3.620 1.538 -1.969
H 3.697 -0.092 -1.291
H 2.500 1.056 -0.692
H 2.372 2.205 -4.160
H 0.637 2.133 -3.841
H 1.335 1.172 -5.142
H 3.587 -0.749 -4.524
H 2.070 -1.636 -4.714
H 3.125 -2.000 -3.353
H -0.067 -0.612 -4.850
H -1.831 -1.848 -6.017
H -3.422 -3.268 -4.736
H -3.188 -3.410 -2.277
H -2.046 -2.084 1.610
H -2.571 -4.037 3.073
H -2.471 -6.328 2.149
H -1.704 -6.668 -0.178
H -1.139 -4.727 -1.601
C 1.768 -1.671 1.666
C 3.071 -1.017 1.698
C 4.218 -1.593 1.110
C 5.462 -0.998 1.199
C 5.639 0.190 1.901
C 4.529 0.765 2.510
C 3.282 0.181 2.411
H 1.128 -1.390 2.503
H 1.835 -2.757 1.581
H 4.104 -2.525 0.567
H 6.321 -1.475 0.737
H 6.620 0.644 1.980
H 4.650 1.668 3.101
H 2.429 0.649 2.888
O 1.294 -3.311 -1.231
N 1.959 -2.325 -1.028
C 0.235 0.905 4.421
Si -1.174 1.033 3.120
C -2.070 2.598 3.792
C -2.353 -0.350 3.762
Si -0.377 0.872 0.707
Si 0.474 3.155 0.660
C -0.350 4.700 1.467
C 0.670 3.756 -1.147
C 2.249 3.359 1.357
Si -2.547 1.320 -0.280
C -3.606 2.804 0.332
C -3.803 -0.118 -0.110
C -2.483 1.629 -2.166
H -0.147 0.942 5.445
H 0.946 1.727 4.300
H 0.791 -0.028 4.310
H -2.419 2.461 4.819
H -2.934 2.867 3.180
H -1.396 3.456 3.785
H -2.732 -0.128 4.762
H -1.834 -1.311 3.814
H -3.215 -0.478 3.103
H -1.414 4.756 1.227
H 0.117 5.630 1.131
H -0.266 4.666 2.555
H -0.289 3.740 -1.671
H 1.341 3.097 -1.700
H 1.064 4.775 -1.212
H 2.260 3.224 2.442
H 2.661 4.349 1.139
H 2.928 2.616 0.939
H -3.964 2.632 1.350
H -4.480 2.983 -0.300
H -3.015 3.722 0.349
H -3.895 -0.446 0.929
H -3.482 -0.978 -0.695
H -4.800 0.162 -0.460
H -2.231 2.666 -2.402
H -3.429 1.391 -2.661
H -1.717 1.003 -2.620

=====

No. 3
141
Properties=species:S:1:pos:R:3 method="wB97M-V/def2-TZVPD" orbital_gap_ev=9.07 multiplicity=1
N 1.883 -1.328 2.525
P 1.903 -1.115 0.760
F 1.951 -1.000 -0.989
C 3.699 -0.650 0.761
C 4.060 0.527 1.696
O 3.748 1.810 1.139
C 0.452 0.034 0.733
C 0.157 0.791 2.060
C -1.023 1.845 1.908
C -1.911 1.572 0.672
O -1.624 2.099 -0.377
O -3.028 0.757 0.697
H 2.547 -2.080 2.731
H 0.985 -1.702 2.837
H 1.618 -2.499 0.606
H 4.253 -1.537 1.147
H 4.091 -0.496 -0.261
H 5.174 0.520 1.796
H 3.666 0.433 2.720
H 3.733 1.751 0.176
H -0.439 -0.581 0.477
H 0.597 0.773 -0.077
H 1.057 1.365 2.353
H -0.163 0.135 2.890
H -1.689 1.823 2.793
H -0.574 2.841 1.777
H -2.831 -0.117 1.065
C 4.341 -2.131 5.466
C 2.913 -2.399 5.692
N 1.795 -2.606 5.860
H 4.885 -2.213 6.406
H 4.744 -2.851 4.756
H 4.468 -1.125 5.067
C -0.311 -1.232 8.034
C -0.033 -0.542 9.303
N 0.186 -0.002 10.293
H -1.124 -1.943 8.169
H -0.595 -0.507 7.272
H 0.577 -1.766 7.700
C -0.847 -2.332 -3.467
C -0.832 -2.833 -2.085
N -0.822 -3.222 -1.003
H -1.553 -1.508 -3.555
H 0.146 -1.979 -3.740
H -1.143 -3.130 -4.147
C -4.596 -1.841 -2.732
C -4.284 -1.061 -1.520
N -4.034 -0.448 -0.574
H -5.381 -2.562 -2.516
H -4.932 -1.179 -3.527
H -3.710 -2.375 -3.068
C 6.575 4.486 2.280
C 6.216 3.447 3.258
N 5.937 2.638 4.028
H 7.448 4.173 1.712
H 5.747 4.652 1.596
H 6.802 5.417 2.798
C 3.037 3.890 5.095
C 1.609 3.597 5.298
N 0.493 3.369 5.457
H 3.571 3.808 6.040
H 3.462 3.182 4.386
H 3.157 4.900 4.705
C 9.008 6.282 -0.723
C 7.583 5.985 -0.508
N 6.468 5.756 -0.346
H 9.551 6.198 0.218
H 9.428 5.579 -1.441
H 9.117 7.299 -1.109
C -1.073 -4.777 4.385
C -1.404 -3.566 3.616
N -1.660 -2.619 3.016
H -0.177 -4.603 4.980
H -1.894 -5.032 5.049
H -0.893 -5.609 3.706
C 7.595 10.329 -1.930
C 8.887 9.673 -1.667
N 9.895 9.158 -1.459
H 6.793 9.763 -1.457
H 7.604 11.339 -1.527
H 7.415 10.375 -2.997
C -8.097 -2.196 -5.529
C -6.804 -2.836 -5.238
N -5.789 -3.332 -5.019
H -8.895 -2.713 -4.998
H -8.075 -1.158 -5.212
H -8.296 -2.237 -6.598
C -4.278 -7.571 5.905
C -2.973 -6.935 6.141
N -1.953 -6.436 6.324
H -4.461 -8.332 6.662
H -5.068 -6.823 5.953
H -4.289 -8.038 4.921
C 9.120 1.958 5.000
C 10.003 3.131 4.908
N 10.693 4.047 4.834
H 8.928 1.719 6.045
H 8.174 2.168 4.504
H 9.592 1.100 4.522
C -5.200 -2.036 -9.184
C -6.622 -2.309 -8.926
N -7.731 -2.526 -8.713
H -4.646 -2.045 -8.247
H -4.791 -2.799 -9.844
H -5.089 -1.061 -9.655
C -9.751 0.745 -8.868
C -9.671 0.409 -7.439
N -9.604 0.139 -6.324
H -10.490 1.530 -9.024
H -8.782 1.092 -9.221
H -10.041 -0.137 -9.439
C 1.750 0.058 13.623
C 3.019 -0.632 13.905
N 4.011 -1.170 14.124
H 0.926 -0.477 14.092
H 1.785 1.072 14.017
H 1.580 0.099 12.548
C 3.453 10.675 -3.851
C 4.746 11.333 -3.611
N 5.757 11.848 -3.423
H 3.287 9.902 -3.102
H 2.649 11.407 -3.792
H 3.448 10.220 -4.840
C -8.845 -3.913 -12.199
C -9.400 -2.582 -11.912
N -9.834 -1.544 -11.684
H -8.685 -4.023 -13.271
H -7.896 -4.036 -11.681
H -9.537 -4.682 -11.861
C -1.559 -5.496 -6.596
C -1.901 -4.350 -7.451
N -2.168 -3.454 -8.120
H -0.662 -5.273 -6.019
H -2.381 -5.705 -5.913
H -1.376 -6.375 -7.212
C -5.829 -6.303 -2.841
C -6.203 -7.724 -2.900
N -6.495 -8.835 -2.946
H -5.609 -5.934 -3.843
H -6.648 -5.721 -2.422
H -4.947 -6.177 -2.215

=====

No. 4
9
Properties=species:S:1:pos:R:3 method="wB97M-V/def2-TZVPD" orbital_gap_ev=10.68 multiplicity=1 relative_energy_ev=2.400
C 0.211 0.739 0.485
C 0.658 -0.452 -0.789
C -0.556 -0.524 0.190
H 0.924 0.752 1.349
H 0.073 -0.381 -1.917
H 1.737 -0.789 -0.709
H -1.411 0.011 -0.408
Cl -0.522 2.331 0.474
Cl -1.113 -1.687 1.324

=====

No. 5
72
Properties=species:S:1:pos:R:3 method="wB97M-V/def2-TZVPD" orbital_gap_ev=7.18 multiplicity=1
C 6.105 -1.576 4.969
C 4.466 -1.458 4.857
C 3.684 -2.891 4.697
Br 4.602 -4.241 3.545
C 2.083 -2.635 4.295
C 1.483 -2.954 2.815
N 0.065 -2.790 2.339
C -0.726 -2.217 3.480
C -2.346 -1.932 3.175
C -3.366 -1.257 4.303
C -4.970 -0.979 4.037
F -5.468 -1.964 3.010
F -5.258 0.398 3.511
F -5.701 -1.188 5.343
C -2.795 -0.836 5.809
C -1.214 -1.155 6.106
C -0.200 -1.831 4.969
N 1.221 -2.067 5.389
H 6.554 -0.526 5.317
H 6.532 -1.848 3.911
H 6.467 -2.344 5.810
H 4.056 -0.972 5.867
H 4.119 -0.719 3.999
H 3.638 -3.362 5.794
H 2.258 -3.368 2.006
H -2.817 -2.206 2.120
H -3.553 -0.357 6.585
H -0.749 -0.868 7.164
N 1.578 0.072 0.113
C 2.196 0.577 -0.977
C 2.491 -0.166 -2.109
C 2.135 -1.511 -2.125
C 1.498 -2.060 -1.016
C 1.242 -1.235 0.068
H 2.458 1.629 -0.915
H 2.987 0.292 -2.957
H 2.350 -2.125 -2.994
H 1.208 -3.104 -0.998
H 0.745 -1.616 0.955
N -1.752 2.815 -2.504
C -2.136 3.765 -3.385
C -1.356 4.191 -4.448
C -0.103 3.612 -4.618
C 0.322 2.633 -3.726
C -0.531 2.270 -2.696
H -3.121 4.189 -3.209
H -1.716 4.956 -5.127
H 0.538 3.921 -5.439
H 1.293 2.162 -3.831
H -0.247 1.508 -1.976
N -3.688 7.065 -2.748
C -2.629 7.528 -2.048
C -2.677 7.850 -0.701
C -3.884 7.693 -0.029
C -4.993 7.219 -0.723
C -4.846 6.920 -2.068
H -1.710 7.637 -2.617
H -1.794 8.216 -0.189
H -3.960 7.936 1.026
H -5.948 7.086 -0.228
H -5.681 6.545 -2.652
N 1.800 -4.291 -4.293
C 1.204 -5.421 -3.853
C 0.551 -6.320 -4.681
C 0.502 -6.045 -6.043
C 1.105 -4.888 -6.527
C 1.738 -4.052 -5.621
H 1.267 -5.590 -2.782
H 0.092 -7.213 -4.273
H -0.002 -6.726 -6.723
H 1.084 -4.645 -7.583
H 2.227 -3.139 -5.950

=====

No. 6
16
Properties=species:S:1:pos:R:3 method="wB97M-V/def2-TZVPD" orbital_gap_ev="7.51 / 7.52" multiplicity=1 relative_energy_ev=4.164
C -0.749 0.861 -0.648
C -1.049 -0.449 -0.624
C 1.121 2.338 -0.180
C -0.657 -2.281 1.476
N 0.574 1.030 -0.405
N -0.066 -1.429 -0.337
P 1.351 -0.606 -0.294
H -1.374 1.638 -0.757
H -1.991 -0.796 -1.127
H 1.221 2.519 0.933
H 2.068 2.479 -0.657
H 0.502 3.003 -0.716
H -0.963 -1.647 2.229
H -1.510 -2.888 1.122
H 0.133 -3.141 1.686
H 1.387 -0.630 -1.700

=====

No. 7
74
Properties=species:S:1:pos:R:3 method="wB97M-V/def2-TZVPD" charge=+1 orbital_gap_ev=6.64 multiplicity=1
C 5.420 -8.651 -3.005
C 4.680 -8.653 -1.564
O 3.757 -7.536 -1.344
P 2.524 -7.460 -2.513
N 1.000 -8.205 -1.977
C 1.124 -9.492 -2.322
O 1.437 -10.711 -2.275
H 4.822 -9.361 -3.691
H 5.272 -7.580 -3.446
H 6.527 -8.952 -2.959
H 5.524 -8.539 -0.768
H 4.208 -9.699 -1.347
H 2.249 -6.047 -2.724
H 2.867 -7.994 -3.796
C 0.967 0.051 -4.419
C 2.239 -0.784 -4.401
C 1.976 -2.288 -4.303
C 1.262 -2.746 -3.027
C 1.965 -2.383 -1.718
C 3.337 -3.024 -1.574
H 0.396 -0.062 -3.494
H 1.213 1.111 -4.528
H 0.325 -0.234 -5.258
H 2.885 -0.454 -3.582
H 2.795 -0.591 -5.326
H 2.930 -2.819 -4.397
H 1.374 -2.600 -5.165
H 1.138 -3.836 -3.073
H 0.249 -2.330 -3.008
H 1.337 -2.716 -0.884
H 2.054 -1.297 -1.618
H 3.265 -4.115 -1.626
H 3.775 -2.762 -0.606
H 4.026 -2.685 -2.351
C -0.319 -1.248 1.948
C -1.210 -0.697 0.845
C -0.599 0.499 0.113
C -0.344 1.737 0.978
C -1.573 2.301 1.694
C -2.656 2.785 0.740
H -0.147 -0.509 2.736
H -0.787 -2.121 2.411
H 0.652 -1.557 1.549
H -2.189 -0.435 1.258
H -1.390 -1.494 0.114
H -1.253 0.769 -0.724
H 0.352 0.191 -0.338
H 0.085 2.520 0.341
H 0.423 1.507 1.726
H -1.254 3.145 2.315
H -1.992 1.557 2.379
H -2.270 3.561 0.073
H -3.491 3.210 1.305
H -3.051 1.969 0.130
C -5.189 5.310 3.293
C -3.713 5.328 3.658
C -3.389 6.264 4.825
C -3.686 7.747 4.577
C -2.978 8.364 3.370
C -1.460 8.349 3.489
H -5.535 6.290 2.955
H -5.368 4.599 2.480
H -5.800 5.006 4.148
H -3.118 5.593 2.778
H -3.412 4.312 3.937
H -2.332 6.144 5.088
H -3.956 5.942 5.706
H -3.408 8.308 5.477
H -4.766 7.886 4.460
H -3.308 9.403 3.270
H -3.279 7.856 2.448
H -1.134 8.889 4.382
H -1.010 8.834 2.619
H -1.069 7.330 3.538

=====

No. 8
19
Properties=species:S:1:pos:R:3 method="wB97M-V/def2-TZVPD" charge=-1 orbital_gap_ev=9.14 multiplicity=1 relative_energy_ev=1.701
O -0.523 -0.099 0.177
C -0.398 -0.688 -0.963
O -0.481 -1.929 -1.162
C 0.267 0.143 -2.071
H -0.363 1.033 -2.227
H 1.238 0.562 -1.860
H 0.145 -0.409 -2.970
H 2.018 -1.251 0.401
H 1.142 -2.545 0.394
O 2.031 -2.177 0.480
H 0.206 1.561 1.784
H 0.091 2.882 0.939
O -0.047 2.537 1.807
H -1.710 1.109 -0.294
H -2.652 0.673 -1.320
O -2.158 1.460 -1.090
H 0.766 0.778 2.761
H 0.795 -0.093 1.297
O 1.061 0.052 2.224

=====

Let's list calculated total energy in order: -6345.4466 -3047.8592 -3481.6205 -1036.9835 -4439.0215 -608.5218 -1375.7778 -534.2960 Eh.